{
  "formula": "C3H11N2OS",
  "method": "ωB97M-V/def2-TZVPD",
  "e_homo_ev": -3.1151,
  "energy_ev": -19150.7663,
  "total_charge": -1,
  "homo_lumo_gap_ev": 7.1,
  "elements": ["N", "C", "C", "S", "C", "N", "H", "H", "H", "H", "H", "H", "H", "H", "H", "H", "H", "O"],
  "xyz": [[-1.59738, 0.62505, 0.23619], [-0.16266, -0.05285, -0.05531], [0.58921, 0.12767, 1.30170], [2.43668, 0.19395, 1.19288], [-0.65207, -1.51776, -0.22373], [-1.48915, -1.63022, -1.42397], [-1.43678, 0.82195, 1.21938], [-0.76671, 1.18341, -0.19413], [0.33311, 0.07464, -1.03025], [0.32658, -0.70758, 1.94605], [0.18170, 1.08597, 1.62508], [-1.14804, -1.82065, 0.72074], [0.24352, -2.15193, -0.13050], [-2.04065, -0.77576, -1.31911], [-2.13049, -2.39230, -1.20559], [2.00118, 2.02367, -0.31199], [3.12195, 2.35414, -1.23592], [2.19002, 2.55859, -1.11152]],
  "forces_ev_per_angstrom": [[2.83, 1.52, -2.04], [-1.24, -5.50, 2.26], [1.43, 0.19, -1.87], [-0.61, 0.08, -0.03], [1.59, -0.29, 1.37], [0.22, -0.29, 0.87], [-0.50, 0.04, -0.01], [-3.06, 2.58, 0.26], [-0.03, 1.31, 0.44], [-0.40, 0.19, 0.19], [0.46, -0.02, 0.82], [-0.43, 0.53, -0.32], [-0.02, -0.21, -1.16], [-0.31, -0.22, -0.30], [-0.04, 0.15, -0.48], [0.24, -0.19, 0.01], [-0.03, -0.05, -0.03], [-0.11, 0.17, 0.03]]
}